Record 1
Density functional theory data (ωB97M-V with the def2-TZVPD basis set) for a structure of composition C36H57BrGe2MgN2O2SSi3.

Values from the calculation:
2S+1: 2
LUMO level (alpha / beta) in Ha: -0.100 / -0.138
Energy above the lowest of the compared OMol25 structures with the same formula, charge and spin in kJ/mol: 222.05
Highest occupied orbital energy (alpha / beta) in eV: -9.303 / -10.776
<S²>: 0.782
DFT total energy in eV: -268318.1653
Total charge: +1

```
105
C36H57BrGe2MgN2O2SSi3 | the Open Molecules 2025 dataset | ωB97M-V with the def2-TZVPD basis set
Mg 1.4245 -1.1957 -0.0529
S 5.7836 -2.1379 0.3928
C 5.8529 -0.4246 0.1352
C 6.9540 0.4186 0.2127
C 6.7701 1.7581 -0.0685
C 5.5137 2.2411 -0.4388
C 4.4230 1.3997 -0.5191
C 4.5779 0.0483 -0.2102
N 3.5961 -0.9331 -0.2398
C 4.0826 -2.1198 0.0289
C 3.2832 -3.3407 0.0336
C 3.9059 -4.5937 0.0661
C 3.1392 -5.7416 0.0538
C 1.7556 -5.6358 0.0127
C 1.1521 -4.3848 -0.0203
C 1.8850 -3.2017 -0.0068
H 7.9281 0.0287 0.4760
H 7.6125 2.4348 -0.0194
H 5.3937 3.2902 -0.6788
H 3.4607 1.7655 -0.8443
H 4.9879 -4.6668 0.0845
H 3.6176 -6.7118 0.0638
H 1.1493 -6.5349 0.0062
H 0.0693 -4.3317 -0.0524
C -3.6953 -3.8162 2.3833
Si -2.0439 -2.9053 2.2199
C -0.6736 -4.0544 2.8111
C -2.0587 -1.3899 3.3448
Ge -2.1886 -2.2180 -0.1871
Si -1.6532 -3.2656 -2.3740
C -2.9351 -4.6483 -2.5228
C -1.9926 -1.8921 -3.6296
C 0.0539 -3.9762 -2.7557
Si -4.3749 -1.0762 -0.4197
C -4.7814 -0.0453 1.1208
C -4.6068 -0.0563 -2.0023
C -5.5792 -2.5345 -0.5085
H -3.7535 -4.3060 3.3573
H -3.8174 -4.5877 1.6191
H -4.5417 -3.1308 2.3080
H -0.8277 -4.2321 3.8790
H 0.3183 -3.6246 2.6808
H -0.6976 -5.0221 2.3110
H -2.0883 -1.7082 4.3888
H -2.9283 -0.7560 3.1642
H -1.1554 -0.7955 3.2051
H -3.9538 -4.2690 -2.4234
H -2.7921 -5.4158 -1.7591
H -2.8565 -5.1346 -3.4973
H -3.0564 -1.6618 -3.6927
H -1.6544 -2.1900 -4.6235
H -1.4567 -0.9794 -3.3568
H 0.2183 -4.9401 -2.2769
H 0.8631 -3.3105 -2.4553
H 0.1193 -4.1241 -3.8365
H -3.8840 0.2454 1.6679
H -5.4248 -0.5976 1.8082
H -5.2997 0.8721 0.8375
H -3.6883 0.0547 -2.5785
H -4.9626 0.9464 -1.7607
H -5.3434 -0.5306 -2.6529
H -5.4569 -3.2263 0.3266
H -5.4473 -3.1023 -1.4315
H -6.6088 -2.1713 -0.4895
Br -2.6712 3.6078 3.8936
C -2.4706 2.7736 2.2051
C -3.2545 3.1909 1.1300
N -3.2222 2.5572 -0.0482
C -2.3756 1.5705 -0.2202
C -1.4277 1.1765 0.7637
C -1.5709 1.7464 2.0532
C -0.5238 0.0362 0.5565
O 0.3812 -0.2324 1.3913
O -0.6480 -0.7140 -0.5142
H -3.9411 4.0222 1.2258
H -2.3660 1.0861 -1.1911
H -0.9683 1.3910 2.8770
C 3.7335 4.8118 -2.8387
C 2.5040 4.6791 -1.9443
C 1.4167 3.8286 -2.5974
C 0.2109 3.5852 -1.6911
Ge 0.6730 2.2725 -0.2444
C 1.7518 2.7543 1.3829
C 1.1599 3.8097 2.3127
C 0.9490 5.1651 1.6432
C 0.5018 6.2362 2.6328
H 4.4837 5.4600 -2.3856
H 3.4613 5.2380 -3.8054
H 4.1840 3.8338 -3.0207
H 2.0974 5.6677 -1.7172
H 2.7989 4.2253 -0.9899
H 1.8525 2.8720 -2.9069
H 1.0725 4.3281 -3.5075
H -0.6243 3.1643 -2.2538
H -0.1327 4.5086 -1.2242
H 1.4265 1.1155 -1.0475
H 2.7131 3.1007 0.9946
H 1.9139 1.8126 1.9091
H 1.8463 3.9342 3.1559
H 0.2113 3.4711 2.7319
H 0.1932 5.0594 0.8576
H 1.8810 5.4776 1.1621
H -0.4576 5.9744 3.0825
H 0.3907 7.2016 2.1392
H 1.2342 6.3462 3.4339
```


Record 2
Density functional theory data (ωB97M-V with the def2-TZVPD basis set) for a cluster of 5 separate species, C36H58FN3O13PS in total in a non-equilibrium geometry.

Values from the calculation:
LUMO level in Ha: -0.169
Highest occupied orbital energy in eV: -11.440
DFT total energy in eV: -92192.5370
Total charge: +1

```
113
C36H58FN3O13PS | the Open Molecules 2025 dataset | ωB97M-V with the def2-TZVPD basis set
C 3.3850 6.4400 1.9648
O 2.4401 6.4288 0.8932
C 1.9690 5.1258 0.6222
C 0.7629 5.1932 -0.3336
C 0.9128 4.0663 -1.3781
C -0.4346 3.5606 -1.9411
C -0.7581 2.1092 -1.5560
C -2.0454 1.9666 -0.6917
C -1.6274 1.6998 0.7897
C -1.6208 0.2251 1.1694
C -0.5274 -0.5859 0.4632
C -0.1878 -1.8877 1.1956
C 0.8890 -1.7504 2.2937
C 2.1992 -1.3521 1.7417
C 3.1124 -2.3077 1.2676
F 2.7157 -3.5758 1.3464
N 4.2818 -2.1392 0.7655
N 4.6749 -0.8765 0.6438
C 5.9947 -0.6951 0.0321
O 6.9969 -0.3047 0.9593
N 6.6162 -0.4912 2.3374
O 7.1079 0.3215 2.9937
C 3.8947 0.1227 1.0169
C 4.3980 1.5360 0.8003
C 4.2371 2.0333 -0.6906
C 3.4481 1.0848 -1.5324
O 3.9116 0.0682 -2.0320
O 2.1695 1.4247 -1.7163
C 2.6383 -0.0521 1.6020
P 1.6196 1.3651 2.1523
S 2.4008 2.2498 3.6979
H 4.3690 6.6682 1.5521
H 3.0808 7.2130 2.6627
H 3.4723 5.4769 2.4670
H 2.7741 4.5926 0.0899
H 1.6983 4.5729 1.5279
H 0.6867 6.1724 -0.7914
H -0.1240 4.9397 0.2457
H 1.5609 4.3984 -2.1867
H 1.3767 3.2361 -0.8409
H -1.2225 4.2281 -1.5967
H -0.4188 3.6057 -3.0315
H 0.0730 1.6951 -0.9877
H -0.9016 1.4673 -2.4261
H -2.6404 1.1153 -0.9944
H -2.6055 2.8931 -0.7070
H -0.6567 2.1790 0.9388
H -2.3248 2.2579 1.4159
H -1.5563 0.1540 2.2596
H -2.5901 -0.1732 0.8734
H 0.3518 0.0155 0.2179
H -0.9445 -0.8690 -0.5040
H 0.2325 -2.5633 0.4499
H -1.1078 -2.3027 1.5927
H 0.5853 -1.1170 3.1236
H 1.0095 -2.7516 2.7059
H 6.2693 -1.6574 -0.3878
H 5.9606 0.0136 -0.7818
H 5.4307 1.6156 1.1195
H 3.8479 2.2352 1.4205
H 3.8241 3.0368 -0.6704
H 5.2401 2.1201 -1.0935
H 1.7549 0.7340 -2.2550
H 1.4474 2.1969 1.0293
H 0.3855 0.8215 2.5185
O -2.2948 -3.3307 4.0736
C -1.8489 -4.4201 3.8456
O -1.0802 -4.6742 2.7654
C -0.7796 -6.0933 2.6922
C -0.9610 -6.6020 4.1140
C -2.0676 -5.6903 4.6422
H -1.4676 -6.5624 1.9941
H 0.2362 -6.2300 2.3289
H -1.1982 -7.6628 4.1589
H -0.0478 -6.4368 4.6898
H -3.0617 -6.0783 4.4168
H -1.9725 -5.4971 5.7068
O -5.1041 3.0872 -1.5186
C -5.5616 2.0906 -1.0442
O -4.9720 0.8727 -1.1776
C -5.8121 -0.1426 -0.5942
C -6.7003 0.5924 0.3983
C -6.8553 1.9579 -0.2658
H -6.3850 -0.6175 -1.3930
H -5.1862 -0.8934 -0.1159
H -7.6416 0.0823 0.5910
H -6.1785 0.7044 1.3503
H -7.6893 1.9800 -0.9684
H -6.9528 2.7616 0.4580
O -1.4930 -8.2999 0.9445
C -0.4946 -8.6548 0.3862
O 0.5722 -7.8407 0.1988
C 1.5704 -8.5128 -0.5954
C 1.2844 -9.9966 -0.4217
C -0.2319 -10.0079 -0.2417
H 1.4632 -8.1866 -1.6317
H 2.5588 -8.2324 -0.2394
H 1.6379 -10.6017 -1.2536
H 1.7642 -10.3627 0.4869
H -0.7583 -10.0580 -1.1958
H -0.5653 -10.8074 0.4131
O -0.1874 4.4842 -5.4104
C -1.2842 4.9651 -5.4327
O -2.4024 4.2850 -5.1023
C -3.5642 5.1050 -5.3316
C -3.0499 6.5372 -5.3079
C -1.6341 6.3764 -5.8605
H -3.9930 4.8329 -6.2982
H -4.2985 4.9094 -4.5539
H -3.6728 7.2269 -5.8737
H -3.0025 6.8952 -4.2784
H -1.6085 6.4290 -6.9497
H -0.9411 7.0943 -5.4320
```


Record 3
Density functional theory data (ωB97M-V with the def2-TZVPD basis set) for a structure of composition C36H59As3CoN5 in a non-equilibrium geometry.

Values from the calculation:
2S+1: 2
LUMO level (alpha / beta) in Ha: -0.098 / -0.098
Energy above the lowest of the compared OMol25 structures with the same formula, charge and spin in kJ/mol: 3.37
Highest occupied orbital energy (alpha / beta) in eV: -9.960 / -10.003
<S²>: 0.788
DFT total energy in eV: -265876.8297
Total charge: +1

```
104
C36H59As3CoN5 | the Open Molecules 2025 dataset | ωB97M-V with the def2-TZVPD basis set
Co 1.4581 -0.4173 -0.5036
C -0.7706 1.2604 3.1394
As -1.2679 1.3382 1.2395
C -1.3983 3.3088 1.2911
C -3.1465 0.8052 1.6501
C -4.2997 0.9337 0.6461
C -4.4246 2.3901 0.1808
C -4.1651 0.0172 -0.5781
As -2.7559 0.3545 -1.9171
C -3.3926 -1.1055 -3.0924
C -3.5886 1.7714 -3.0043
C -5.6152 0.5794 1.3685
As -6.0173 -1.1354 2.3132
C -5.0764 -0.8003 4.0110
C -4.7563 -2.4968 1.6283
H -1.4556 1.8804 3.7202
H 0.2395 1.6439 3.2749
H -0.8062 0.2423 3.5214
H -2.2058 3.6096 1.9595
H -1.5562 3.7642 0.3148
H -0.4574 3.6876 1.6934
H -3.4140 1.3749 2.5458
H -3.0522 -0.2415 1.9537
H -3.5244 2.6941 -0.3551
H -4.5621 3.0619 1.0297
H -5.2812 2.5113 -0.4855
H -5.1153 0.0231 -1.1215
H -3.9955 -1.0077 -0.2392
H -4.4484 -0.9562 -3.3218
H -3.2816 -2.0768 -2.6096
H -2.8413 -1.1249 -4.0342
H -4.6754 1.7202 -2.9378
H -3.2986 1.6257 -4.0456
H -3.2635 2.7638 -2.6966
H -6.4324 0.6901 0.6496
H -5.8041 1.3293 2.1443
H -5.4048 0.1513 4.4281
H -3.9929 -0.7858 3.8952
H -5.3406 -1.5856 4.7186
H -5.0001 -2.7716 0.6028
H -4.8913 -3.3824 2.2498
H -3.7115 -2.1901 1.6896
C -0.6426 -2.7351 -0.8662
N 0.7078 -2.4011 -1.3546
C 1.5841 -3.5485 -1.0947
C 0.6369 -2.1650 -2.8082
C 1.7371 -1.2367 -3.2766
N 1.5219 0.1342 -2.7960
C 2.7559 0.9181 -2.9958
C 0.4841 0.7610 -3.6264
H -1.1469 -3.4214 -1.5563
H -1.2270 -1.8223 -0.7513
H -0.5698 -3.2397 0.0926
H 1.1418 -4.4685 -1.4964
H 1.7322 -3.6672 -0.0225
H 2.5569 -3.4058 -1.5650
H -0.3385 -1.7289 -3.0262
H 0.7117 -3.1144 -3.3516
H 1.7916 -1.2610 -4.3736
H 2.6896 -1.5943 -2.8853
H 3.2003 0.7155 -3.9784
H 3.4803 0.7034 -2.2152
H 2.5255 1.9776 -2.9437
H 0.8291 0.8356 -4.6654
H 0.2642 1.7628 -3.2651
H -0.4380 0.1884 -3.6016
C 0.9770 -2.2218 3.4578
C 1.9671 -1.4977 4.1065
C 2.5833 -0.4444 3.4503
C 2.2227 -0.1435 2.1382
C 1.2636 -0.9034 1.4402
C 0.6261 -1.9164 2.1445
C 2.7274 1.0345 1.4288
C 3.8732 1.7654 1.8092
C 4.1887 2.9171 1.1496
C 3.3223 3.4021 0.1441
C 3.5055 4.6452 -0.4988
C 2.5977 5.0917 -1.4193
C 1.4589 4.3197 -1.7200
C 1.2631 3.1036 -1.1242
C 2.2033 2.6065 -0.1984
N 1.9753 1.4017 0.3932
H 0.4610 -3.0249 3.9700
H 2.2343 -1.7381 5.1270
H 3.3182 0.1550 3.9751
H -0.1679 -2.4896 1.6831
H 4.5025 1.3970 2.6066
H 5.0735 3.4862 1.4071
H 4.3696 5.2437 -0.2383
H 2.7430 6.0487 -1.9016
H 0.7316 4.7000 -2.4263
H 0.3828 2.4993 -1.3127
C 5.6750 -3.7323 1.2107
N 5.0633 -2.7261 0.3614
C 5.5617 -2.2501 -0.8205
C 4.6431 -1.3570 -1.2850
N 3.5811 -1.2822 -0.4121
C 3.8780 -2.1216 0.5637
H 6.6728 -3.9485 0.8403
H 5.0875 -4.6495 1.1978
H 5.7461 -3.3726 2.2354
H 6.5056 -2.5653 -1.2295
H 4.7185 -0.7634 -2.1776
H 3.2655 -2.3105 1.4303
```


Record 4
Density functional theory data (ωB97M-V with the def2-TZVPD basis set) for a structure of composition C36H59InN6O3Si.

Values from the calculation:
LUMO level (alpha / beta) in Ha: -0.001 / -0.010
Highest occupied orbital energy (alpha / beta) in eV: -6.194 / -6.303
DFT total energy in eV: -66423.0906
Total charge: 0

```
106
C36H59InN6O3Si | the Open Molecules 2025 dataset | ωB97M-V with the def2-TZVPD basis set
In -0.7077 0.3164 -0.0853
C 3.2459 3.3425 2.9770
C 3.0289 1.8289 2.9359
C 3.7465 1.1722 4.1180
C 3.4737 1.2258 1.6157
C 4.7706 1.4999 1.1915
C 5.2578 1.0338 -0.0135
C 4.4400 0.2543 -0.8095
C 3.1445 -0.0684 -0.4242
C 2.3410 -0.9781 -1.3314
C 3.0936 -2.2565 -1.6982
C 1.8853 -0.2424 -2.5867
C 2.6466 0.4359 0.7946
N 1.3039 0.1303 1.1686
C 1.1313 -0.5245 2.3053
C -0.1025 -1.0735 2.6474
N -1.1906 -0.9711 1.8893
C -2.1462 -2.0088 2.1698
C -3.4974 -1.7305 2.4605
C -4.3223 -2.7797 2.8541
C -3.8645 -4.0807 2.9576
C -2.5592 -4.3539 2.6074
C -1.6977 -3.3467 2.1819
C -0.3356 -3.7878 1.6607
C -0.4924 -4.8753 0.5917
C 0.5839 -4.3103 2.7673
C -4.1458 -0.3633 2.3988
C -3.5438 0.6338 3.3789
C -4.2117 0.1908 0.9775
H 2.7905 3.7627 3.8762
H 2.8101 3.8371 2.1104
H 4.3076 3.5932 3.0045
H 1.9629 1.6490 3.0492
H 4.8257 1.3210 4.0448
H 3.5686 0.0972 4.1613
H 3.4131 1.6083 5.0615
H 5.4083 2.1060 1.8228
H 6.2670 1.2687 -0.3248
H 4.8211 -0.1270 -1.7487
H 1.4491 -1.2864 -0.7848
H 3.9822 -2.0516 -2.2975
H 2.4524 -2.9142 -2.2893
H 3.4118 -2.7992 -0.8069
H 2.7485 0.0580 -3.1878
H 1.3290 0.6654 -2.3419
H 1.2374 -0.8835 -3.1882
H 1.9765 -0.7584 2.9483
H -0.1203 -1.7068 3.5311
H -5.3537 -2.5546 3.0984
H -4.5268 -4.8696 3.2888
H -2.1985 -5.3749 2.6397
H 0.1577 -2.9284 1.2014
H -0.7193 -5.8433 1.0412
H 0.4311 -4.9939 0.0210
H -1.3055 -4.6464 -0.0976
H 0.1390 -5.1778 3.2592
H 0.7731 -3.5582 3.5316
H 1.5461 -4.6199 2.3545
H -5.1820 -0.5315 2.7093
H -2.5175 0.8590 3.1117
H -3.5474 0.2383 4.3962
H -4.1127 1.5661 3.3783
H -3.2530 0.5902 0.6570
H -4.9288 1.0117 0.9172
H -4.5155 -0.5779 0.2649
C -5.0736 -1.1271 -2.3026
O -4.0897 -2.1664 -2.2841
C -2.8079 -1.7763 -2.4672
O -2.4472 -0.6458 -2.6779
N -2.0109 -2.8809 -2.3914
N -0.6304 -2.7557 -2.5127
H -5.6082 -1.1677 -3.2510
H -4.6048 -0.1537 -2.1811
H -5.7602 -1.3266 -1.4829
H -2.4273 -3.7269 -2.0353
H -0.2898 -3.4194 -3.1960
H -0.1796 -2.9203 -1.6195
N -0.9544 2.6843 -2.2976
C -0.3783 2.6587 -3.2983
N 0.2879 2.6313 -4.4395
C 0.7140 3.8696 -5.0836
C 1.9848 3.5752 -5.8607
O 1.7834 2.5116 -6.7733
C 1.4351 1.3139 -6.0994
C 0.1375 1.4820 -5.3317
H 0.8872 4.6248 -4.3181
H -0.0681 4.2269 -5.7641
H 2.7935 3.3214 -5.1630
H 2.2835 4.4425 -6.4488
H 2.2383 1.0251 -5.4096
H 1.3298 0.5435 -6.8626
H -0.0843 0.6006 -4.7329
H -0.6926 1.6544 -6.0270
C 0.7264 3.5674 0.3547
Si -0.6899 2.6060 1.1366
C -2.2735 3.5542 0.7927
C -0.4349 2.5478 2.9984
H 1.0135 4.3914 1.0134
H 0.3932 3.9822 -0.5938
H 1.6158 2.9628 0.1664
H -2.1285 4.6020 1.0749
H -3.1169 3.1688 1.3651
H -2.5213 3.5132 -0.2667
H -1.3318 2.9157 3.4968
H 0.4005 3.1963 3.2675
H -0.2248 1.5514 3.3927
```